# C10H11N3O

2 unconnected molecules or ions with the total composition C10H11N3O at a distorted geometry (ωB97M-V with the def2-TZVPD basis set, OMol25).

Geometry as XYZ:
```
25
Properties=species:S:1:pos:R:3
H -0.300 -1.890 1.732
N -0.827 -1.437 0.992
C -0.035 -0.955 0.105
N -0.677 -0.356 -0.898
N 0.174 0.459 -1.601
C 1.464 0.225 -1.130
C 2.676 0.629 -1.720
C 3.837 0.246 -1.099
C 3.776 -0.472 0.111
C 2.544 -0.860 0.697
C 1.402 -0.608 0.006
H -1.616 -0.011 -0.787
H -0.068 0.586 -2.502
H 2.745 1.028 -2.684
H 4.814 0.559 -1.481
H 4.630 -0.528 0.752
H 2.583 -1.565 1.494
C -2.631 1.545 1.233
C -3.239 0.394 1.485
C -4.281 -0.071 0.559
O -4.573 0.475 -0.506
H -2.609 1.989 0.255
H -1.879 1.846 1.804
H -2.972 -0.267 2.336
H -4.938 -0.961 0.850
```

**ΔE to the lowest compared entry with this formula, charge and spin**: 74.7 kcal per mole
**LUMO level**: 0.0035 hartree
**Total energy**: -17063.08909 eV
**Kohn-Sham gap**: 7.78 eV